[1]
Here is a molecular structure, C20H14CoN6O8 from the OMol25 dataset. Energies are from ωB97M-V with the def2-TZVPD basis set.

## Properties
Spin multiplicity = 2
Largest force on an atom = 0.68 eV/Å
DFT total energy = -3083.835440 Ha
Energy above the lowest of the compared OMol25 structures with the same formula, charge and spin = 10.8 kJ/mol
HOMO-LUMO gap (spin up / spin down) = 8.19 / 8.39 eV

Geometry (Å):
Co1 0.006 -0.613 -0.941
O1 2.089 -3.561 2.249
C1 1.503 -2.934 1.206
O2 2.140 -2.443 0.313
C2 0.009 -2.869 1.354
C3 -0.638 -3.432 2.440
C4 -2.029 -3.370 2.474
C5 -2.700 -2.767 1.431
C6 -1.962 -2.202 0.393
N1 -0.635 -2.254 0.362
C7 -2.657 -1.484 -0.765
O3 -3.856 -1.678 -0.901
O4 -1.880 -0.793 -1.499
H1 3.042 -3.514 2.085
H2 -0.077 -3.912 3.227
H3 -2.568 -3.797 3.309
H4 -3.776 -2.696 1.375
N2 1.890 -2.170 -4.112
C8 0.685 -2.784 -4.398
C9 -0.171 -2.433 -3.400
N3 0.493 -1.626 -2.515
C10 1.718 -1.483 -2.965
C11 2.561 -0.592 -2.191
N4 1.974 0.044 -1.199
C12 2.944 0.787 -0.587
C13 4.128 0.601 -1.229
N5 3.873 -0.287 -2.256
H5 2.718 -2.208 -4.678
H6 0.555 -3.395 -5.271
H7 -1.210 -2.671 -3.262
H8 2.722 1.410 0.261
H9 5.109 1.008 -1.067
H10 4.547 -0.637 -2.912
O5 -0.465 1.874 -1.130
C14 -0.541 1.642 0.076
O6 -0.286 0.487 0.585
C15 -0.938 2.716 1.047
C16 -0.990 2.472 2.413
C17 -1.356 3.478 3.296
C18 -1.678 4.739 2.822
C19 -1.619 4.954 1.456
C20 -1.257 3.976 0.553
N6 -1.957 6.303 0.943
O7 -2.297 7.142 1.755
O8 -1.834 6.503 -0.247
H11 -0.746 1.481 2.770
H12 -1.394 3.281 4.359
H13 -1.971 5.543 3.480
H14 -1.219 4.168 -0.509

Here are the Löwdin charges for atoms 1 to 6, given in e:
1 Co 0.596
2 O 0.108
3 C -0.439
4 O 0.116
5 C -0.164
6 C 0.013

[2]
Here is 2 unconnected molecules or ions with the total composition C2HCl2NO at a distorted geometry from the OMol25 dataset. Energies are from ωB97M-V with the def2-TZVPD basis set.

## Properties
Largest force on an atom = 2.68 eV/Å
DFT total energy = -1127.112243 Ha
Energy above the lowest of the compared OMol25 structures with the same formula, charge and spin = 165.0 kJ/mol
HOMO-LUMO gap = 8.30 eV

Geometry (Å):
C1 0.199 -0.197 -1.115
C2 0.153 0.420 0.185
N1 0.170 -0.607 -2.188
O1 -0.952 0.623 0.839
Cl1 0.816 -1.808 0.936
Cl2 1.358 1.446 0.772
H1 -1.744 0.123 0.571

Here are the Löwdin charges for atoms 1 to 6, given in e:
1 C -0.336
2 C -0.941
3 N 0.206
4 O 0.016
5 Cl 0.064
6 Cl 0.829

[3]
Here is a molecular structure, C38H63CaCl4F4K2N5O14S3 at a distorted geometry from the OMol25 dataset. Energies are from ωB97M-V with the def2-TZVPD basis set.

## Properties
Largest force on an atom = 6.19 eV/Å
DFT total energy = -8124.544112 Ha
HOMO-LUMO gap = 3.79 eV

Geometry (Å):
C1 -0.240 -0.324 5.001
C2 0.616 0.264 3.869
N1 -0.127 1.257 3.123
C3 0.607 2.305 2.444
C4 1.849 2.923 3.088
C5 1.614 3.623 4.461
C6 1.356 5.121 4.353
O1 0.631 2.991 5.267
N2 -0.301 3.483 2.304
C7 0.078 4.141 1.095
O2 -0.245 5.296 0.956
C8 0.856 3.221 0.082
C9 0.087 3.070 -1.252
C10 -1.317 3.653 -1.311
C11 -2.403 2.866 -0.555
S1 -3.969 2.837 -1.517
C12 -5.081 3.902 -0.608
S2 -5.143 5.471 -1.050
N3 -5.906 3.468 0.448
C13 -5.176 3.358 1.711
C14 -6.186 3.260 2.851
O3 -7.330 2.515 2.486
C15 -7.043 1.565 1.483
C16 -6.636 2.228 0.156
N4 2.242 3.694 0.076
C17 2.348 5.096 -0.166
C18 2.923 6.018 0.910
O4 1.981 5.607 -1.242
C19 3.249 2.984 -0.687
C20 3.123 2.561 -2.139
O5 4.307 2.757 -0.131
C21 0.666 1.920 0.931
C22 1.296 0.599 0.480
Cl1 2.850 0.188 1.258
C23 0.283 -0.575 0.553
C24 -0.139 -0.975 -0.863
H1 -0.647 0.449 5.648
H2 -0.978 -1.030 4.626
H3 0.450 -0.908 5.612
H4 1.531 0.614 4.347
H5 0.886 -0.593 3.249
H6 -0.938 1.592 3.615
H7 2.352 3.660 2.472
H8 2.574 2.133 3.282
H9 2.562 3.517 4.994
H10 2.231 5.674 4.016
H11 0.516 5.382 3.710
H12 1.107 5.490 5.350
H13 -0.147 3.554 5.248
H14 -1.277 3.201 2.249
H15 0.664 3.610 -2.000
H16 0.106 2.032 -1.592
H17 -1.619 3.599 -2.360
H18 -1.363 4.711 -1.078
H19 -2.142 1.825 -0.378
H20 -2.649 3.403 0.360
H21 -4.533 2.463 1.675
H22 -4.540 4.237 1.799
H23 -5.712 2.907 3.773
H24 -6.536 4.277 3.040
H25 -6.239 0.907 1.841
H26 -7.914 0.927 1.358
H27 -6.078 1.494 -0.431
H28 -7.570 2.501 -0.332
H29 3.257 5.485 1.791
H30 2.132 6.780 1.300
H31 3.785 6.499 0.452
H32 2.471 3.174 -2.753
H33 2.818 1.514 -2.176
H34 4.110 2.586 -2.590
H35 -0.396 1.753 0.742
H36 1.518 0.700 -0.584
H37 -0.600 -0.300 1.123
H38 0.746 -1.433 1.034
H39 0.736 -1.454 -1.381
H40 -1.040 -1.636 -0.849
H41 -0.441 -0.054 -1.420
K1 -0.889 -2.250 -2.759
C25 -4.377 -6.990 -3.871
C26 -4.313 -5.763 -4.767
C27 -4.892 -6.053 -6.142
O6 -2.952 -5.330 -4.898
H42 -3.794 -7.810 -4.297
H43 -3.951 -6.772 -2.890
H44 -5.405 -7.328 -3.737
H45 -4.861 -4.941 -4.304
H46 -4.325 -6.844 -6.640
H47 -4.833 -5.168 -6.777
H48 -5.935 -6.363 -6.074
H49 -2.454 -6.046 -5.306
O7 -6.559 4.564 -3.267
H50 -6.113 4.042 -2.593
C28 3.607 -3.546 -4.005
Cl2 3.139 -4.418 -2.558
Cl3 3.433 -4.546 -5.433
Cl4 2.613 -2.073 -4.145
H51 4.645 -3.254 -3.917
Ca1 1.480 7.713 0.006
C29 3.452 -9.446 -1.227
F1 2.585 -8.648 -0.572
F2 4.426 -9.753 -0.364
F3 2.801 -10.584 -1.505
S3 4.105 -8.642 -2.749
O8 4.768 -7.437 -2.275
O9 2.929 -8.382 -3.552
O10 5.000 -9.618 -3.320
F4 6.928 -8.659 0.604
C30 7.940 -7.935 0.100
C31 9.134 -7.885 0.795
C32 10.185 -7.142 0.279
C33 10.028 -6.453 -0.914
C34 8.818 -6.511 -1.595
C35 7.763 -7.260 -1.093
H52 9.233 -8.425 1.728
H53 11.128 -7.102 0.809
H54 10.848 -5.870 -1.314
H55 8.694 -5.971 -2.524
H56 6.815 -7.319 -1.622
O11 -10.622 1.316 5.300
C36 -10.112 1.160 4.196
C37 -11.500 0.877 2.992
O12 -10.952 0.700 1.913
H57 -9.457 0.279 4.045
H58 -9.551 2.002 3.749
H59 -12.119 1.778 3.155
H60 -12.047 0.046 3.475
C38 7.210 3.435 -1.606
N5 7.189 3.622 -3.082
O13 7.456 2.666 -3.775
O14 6.899 4.727 -3.488
H61 7.479 2.409 -1.389
H62 7.944 4.124 -1.199
H63 6.214 3.659 -1.237
K2 -3.787 7.814 -1.012

Here are the Löwdin charges for atoms 1 to 6, given in e:
1 C -0.073
2 C -0.278
3 N 0.026
4 C -0.392
5 C -0.061
6 C -0.393

[4]
Here is a molecular structure, C12H23N2O2P2SeSm at a distorted geometry from the OMol25 dataset. Energies are from ωB97M-V with the def2-TZVPD basis set.

## Properties
Spin multiplicity = 6
Largest force on an atom = 3.92 eV/Å
DFT total energy = -4472.530313 Ha
Energy above the lowest of the compared OMol25 structures with the same formula, charge and spin = 58.8 kJ/mol
Total charge = +2
HOMO-LUMO gap (spin up / spin down) = 6.67 / 6.92 eV

Geometry (Å):
Sm1 0.022 0.077 0.934
P1 2.184 -1.087 1.227
C1 2.328 -1.501 -0.590
C2 1.059 -1.800 -1.348
N1 -0.083 -1.272 -0.881
C3 -1.272 -1.453 -1.483
C4 -1.336 -2.224 -2.620
C5 -0.178 -2.785 -3.140
C6 1.029 -2.561 -2.492
C7 -2.488 -0.837 -0.834
P2 -2.230 0.718 0.198
H1 1.961 -2.987 -2.884
H2 -2.303 -2.390 -3.110
H3 -0.215 -3.393 -4.046
H4 -3.235 -0.554 -1.594
H5 -2.968 -1.603 -0.190
H6 2.830 -0.631 -1.095
H7 3.042 -2.335 -0.654
H8 1.800 3.816 -1.490
O1 2.568 3.693 -2.042
H9 2.357 4.017 -2.935
H10 -1.540 4.894 0.587
O2 -1.180 5.663 0.133
H11 -1.605 6.443 0.516
C8 -2.304 2.041 -1.001
H12 -3.288 1.997 -1.479
H13 -2.200 3.025 -0.512
H14 -1.535 1.980 -1.789
C9 -3.633 0.828 1.265
H15 -3.593 1.744 1.874
H16 -4.526 0.868 0.635
H17 -3.732 -0.027 1.954
C10 2.118 -2.692 2.035
H18 3.040 -3.225 1.781
H19 2.069 -2.579 3.131
H20 1.261 -3.314 1.724
C11 3.691 -0.263 1.656
H21 3.721 -0.019 2.730
H22 4.519 -0.940 1.428
H23 3.846 0.674 1.095
Se1 0.000 0.000 5.968
C12 0.001 -0.001 4.265
N2 -0.006 -0.005 3.072

Here are the Löwdin charges for atoms 1 to 6, given in e:
1 Sm 1.330
2 P 0.691
3 C -0.249
4 C -0.312
5 N -0.101
6 C -0.310

[5]
Here is C3H5FN2 in the gas phase at a distorted geometry from the OMol25 dataset. Energies are from ωB97M-V with the def2-TZVPD basis set.

## Properties
Largest force on an atom = 2.15 eV/Å
DFT total energy = -326.653903 Ha
Energy above the lowest of the compared OMol25 structures with the same formula, charge and spin = 42.4 kJ/mol
HOMO-LUMO gap = 10.35 eV

Geometry (Å):
C1 0.514 0.378 -0.137
C2 -0.629 -0.592 -0.179
C3 -1.932 -0.386 -0.075
H1 2.454 0.284 0.657
H2 1.792 -1.209 0.316
H3 1.258 2.085 -0.027
H4 -0.420 -1.616 -0.396
H5 -2.680 -1.195 -0.157
N1 1.800 -0.227 0.062
N2 0.320 1.658 -0.222
F1 -2.477 0.823 0.158

Here are the Löwdin charges for atoms 1 to 6, given in e:
1 C -0.457
2 C -0.050
3 C -0.137
4 H 0.089
5 H 0.073
6 H 0.057

[6]
Here is C14H19NO2 in the gas phase from the OMol25 dataset. Energies are from ωB97M-V with the def2-TZVPD basis set.

## Properties
Largest force on an atom = 0.67 eV/Å
DFT total energy = -750.099812 Ha
Energy above the lowest of the compared OMol25 structures with the same formula, charge and spin = 85.5 kJ/mol
HOMO-LUMO gap = 9.01 eV

Geometry (Å):
C1 -4.210 -1.721 1.085
C2 -3.631 -2.072 -0.047
C3 -2.416 -1.423 -0.642
N1 -1.781 -0.464 0.228
C4 -1.701 0.852 -0.069
O1 -2.130 1.320 -1.103
C5 -1.031 1.681 1.018
C6 -0.504 3.010 0.478
C7 0.629 2.833 -0.538
H1 0.993 3.820 -0.842
O2 1.752 2.182 0.024
C8 1.898 0.829 -0.056
C9 1.230 -0.023 -0.928
C10 1.504 -1.381 -0.915
C11 2.438 -1.929 -0.050
C12 3.110 -1.068 0.813
C13 2.848 0.284 0.812
H2 3.372 0.952 1.479
H3 3.848 -1.467 1.494
C14 2.736 -3.398 -0.044
H4 2.031 -3.941 -0.669
H5 3.741 -3.580 -0.424
H6 2.687 -3.797 0.968
H7 0.977 -2.023 -1.606
H8 0.496 0.347 -1.626
H9 0.256 2.319 -1.426
H10 -0.141 3.614 1.311
H11 -1.317 3.541 -0.019
H12 -1.781 1.880 1.789
H13 -0.221 1.109 1.475
H14 -1.406 -0.809 1.097
H15 -2.703 -0.876 -1.548
H16 -1.693 -2.199 -0.926
H17 -4.028 -2.884 -0.640
H18 -5.086 -2.226 1.453
H19 -3.842 -0.907 1.687

Here are the Löwdin charges for atoms 1 to 6, given in e:
1 C 0.004
2 C -0.158
3 C -0.191
4 N 0.053
5 C -0.513
6 O 0.062